(1)
This record from the OMol25 dataset describes a structure of composition C19H20BBr36F7NO3. The level of theory is the ωB97M-V functional and the def2-TZVPD basis.

Its charge is -1. The value obtained for the frontier orbital gap is 5.80 eV. As for the maximum force: 2.156 eV/Å. As for the spin multiplicity: 1. The value obtained for the total energy is -2568887.6450 eV. For the lowest unoccupied orbital energy, the calculation gives 0.02846 Eh.

CARTESIAN COORDINATES (ANGSTROEM)
1 C 0.219 -0.916 -2.435
2 C 0.186 0.666 -2.409
3 B 1.701 1.177 -2.293
4 O 2.517 1.054 -3.458
5 C 2.334 1.840 -0.941
6 N 1.535 3.062 -0.673
7 C 1.775 3.662 0.587
8 F 3.006 4.292 0.715
9 F 0.837 4.711 0.705
10 C 1.524 2.707 1.822
11 F 0.654 1.692 1.532
12 F 0.865 3.475 2.775
13 C 2.822 2.186 2.567
14 F 3.429 3.158 3.301
15 F 2.364 1.270 3.514
16 F 3.672 1.518 1.789
17 C 3.850 2.129 -1.296
18 O 4.073 3.210 -1.866
19 O 4.732 1.243 -1.005
20 H 1.185 -1.301 -1.995
21 H -0.632 -1.371 -1.875
22 H 0.228 -1.280 -3.496
23 H -0.202 1.053 -3.389
24 H -0.434 1.110 -1.593
25 H 3.014 0.220 -3.423
26 H 2.257 1.040 -0.167
27 H 1.652 3.719 -1.448
28 C -1.583 4.561 -1.473
29 Br -2.418 6.248 -1.918
30 Br -2.704 3.477 -0.329
31 Br -1.037 3.603 -3.058
32 H -0.684 4.789 -0.910
33 C 0.275 -1.424 3.024
34 Br 0.199 -1.239 1.104
35 Br -1.088 -0.372 3.902
36 Br 0.211 -3.282 3.571
37 H 1.234 -1.031 3.344
38 C 2.490 -5.023 0.729
39 Br 2.445 -3.753 -0.723
40 Br 2.004 -6.801 0.135
41 Br 4.192 -5.012 1.646
42 H 1.740 -4.711 1.448
43 C -1.068 -9.149 0.416
44 Br -1.888 -7.458 -0.029
45 Br -2.247 -10.265 1.470
46 Br -0.421 -10.070 -1.157
47 H -0.203 -8.929 1.033
48 C -3.921 -4.096 0.396
49 Br -2.291 -4.134 1.433
50 Br -5.471 -3.764 1.507
51 Br -3.802 -2.843 -1.071
52 H -4.048 -5.083 -0.037
53 C 6.991 3.696 1.488
54 Br 6.957 3.894 -0.429
55 Br 5.604 4.747 2.339
56 Br 6.917 1.838 2.022
57 H 7.941 4.087 1.834
58 C -0.784 10.098 -2.998
59 Br 0.098 11.809 -2.808
60 Br 0.230 8.672 -2.183
61 Br -2.603 10.150 -2.339
62 H -0.837 9.884 -4.060
63 C 0.919 4.431 6.890
64 Br -0.507 5.733 6.770
65 Br 0.407 2.735 6.117
66 Br 2.566 5.097 6.129
67 H 1.103 4.257 7.944
68 C -2.403 -2.369 -5.917
69 Br -2.902 -1.003 -4.644
70 Br -0.484 -2.532 -6.085
71 Br -3.234 -4.068 -5.507
72 H -2.780 -2.056 -6.884
73 C 0.367 5.593 -6.559
74 Br 0.498 3.670 -6.395
75 Br -1.365 6.142 -7.227
76 Br 0.814 6.489 -4.906
77 H 1.103 5.898 -7.295
78 C -9.259 -3.091 1.923
79 Br -9.623 -1.209 1.675
80 Br -8.563 -3.461 3.689
81 Br -10.805 -4.181 1.520
82 H -8.485 -3.362 1.212
83 C -1.325 -12.242 4.834
84 Br -0.819 -10.567 5.655
85 Br -0.886 -13.755 5.955
86 Br -3.187 -12.251 4.316
87 H -0.742 -12.339 3.924

Per-atom Mulliken charges, elementary charge units: -0.29, 0.41, 0.31, -0.73, -0.05, 0.46, 0.38, -0.19, -0.44, 0.63, -0.03, -0.27, 0.44, -0.14, -0.27, -0.20, 0.59, -0.72, -0.79, -0.13, 0.14, -0.22, -0.03, 0.10, 0.31, -0.33, 0.39, 0.33, -0.04, -0.07, 0.08, -0.27, -0.21, 0.18, -0.07, -0.18, 0.26, 0.13, 0.07, 0.00, -0.01, -0.16, -0.35, 0.10, 0.00, -0.01, 0.27, -0.38, 0.10, 0.01, 0.03, 0.27, -0.35, 0.02, -0.07, -0.06, 0.32, -0.29, -0.05, 0.01, -0.05, 0.34, -0.37, -0.03, 0.01, -0.02, 0.35, -0.32, -0.02, -0.03, -0.04, 0.37, -0.40, -0.02, -0.04, 0.06, 0.39, -0.14, 0.00, -0.02, -0.02, 0.14, -0.28, 0.02, -0.04, -0.04, 0.32

(2)
This record from the OMol25 dataset describes the ion C8H22N3 with charge +1. The level of theory is the ωB97M-V functional and the def2-TZVPD basis.

Its charge is +1. The value obtained for the frontier orbital gap is 10.12 eV. As for the maximum force: 3.799 eV/Å. The energy above the lowest of the compared OMol25 structures with the same formula, charge and spin comes out at 397.8 kJ/mol. As for the spin multiplicity: 1. The value obtained for the total energy is -13114.2395 eV. For the lowest unoccupied orbital energy, the calculation gives -0.09059 Eh.

CARTESIAN COORDINATES (ANGSTROEM)
1 C -2.413 1.057 0.192
2 C -1.905 -1.030 -1.188
3 C 0.410 0.797 -1.578
4 C 1.298 2.400 0.696
5 C 1.360 -1.797 -0.898
6 C 2.099 -0.840 1.313
7 C -1.410 -0.127 -0.026
8 C 0.178 0.273 -0.146
9 N -1.450 -0.936 1.175
10 N 0.392 1.292 0.809
11 N 1.024 -1.049 0.311
12 H -2.355 1.406 1.204
13 H -2.034 2.025 -0.346
14 H -3.473 0.627 -0.098
15 H -2.918 -1.180 -1.081
16 H -1.483 -0.745 -2.212
17 H -1.555 -2.000 -1.080
18 H 1.390 1.075 -1.668
19 H -0.185 1.704 -1.807
20 H 0.274 0.014 -2.414
21 H 1.912 2.441 1.705
22 H 1.891 2.218 -0.124
23 H 0.728 3.324 0.542
24 H 1.824 -0.966 -1.496
25 H 2.107 -2.618 -0.616
26 H 0.624 -2.369 -1.426
27 H 1.886 0.149 1.826
28 H 2.123 -1.514 2.264
29 H 2.960 -0.755 0.676
30 H -1.942 -0.617 1.976
31 H -1.735 -1.899 1.060
32 H 0.275 1.009 1.742
33 H 0.104 -1.367 0.712

Per-atom Mulliken charges, elementary charge units: -1.18, -1.65, -2.22, -1.04, -0.93, -0.75, 0.95, 0.57, -0.66, -0.44, 0.39, 0.46, 0.23, 0.28, 0.51, 0.25, 0.48, 0.87, 0.19, 0.50, 0.33, 0.40, 0.29, 0.44, 0.39, 0.20, 0.23, 0.28, 0.40, 0.20, 0.21, 0.44, 0.38

(3)
This record from the OMol25 dataset describes an isolated molecule of C5H8O. The level of theory is the ωB97M-V functional and the def2-TZVPD basis.

The value obtained for the frontier orbital gap is 10.81 eV. As for the maximum force: 0.326 eV/Å. The energy above the lowest of the compared OMol25 structures with the same formula, charge and spin comes out at 183.9 kJ/mol. As for the spin multiplicity: 1. The value obtained for the total energy is -7360.3494 eV. For the lowest unoccupied orbital energy, the calculation gives 0.03784 Eh.

CARTESIAN COORDINATES (ANGSTROEM)
1 O -1.182 1.854 -0.024
2 C -0.803 0.608 0.509
3 C -1.045 -0.667 -0.343
4 C 0.370 -1.118 0.020
5 C 1.342 -0.176 -0.601
6 C 0.661 0.227 0.680
7 H -0.387 2.350 -0.239
8 H -1.309 0.492 1.475
9 H -1.185 -0.468 -1.411
10 H -1.863 -1.294 0.018
11 H 0.653 -2.102 0.378
12 H 1.109 0.291 -1.558
13 H 2.391 -0.433 -0.475
14 H 1.248 0.436 1.570

Per-atom Mulliken charges, elementary charge units: -0.57, 0.23, -0.85, -0.03, -0.59, -0.50, 0.34, 0.27, 0.28, 0.26, 0.38, 0.18, 0.26, 0.34

(4)
This record from the OMol25 dataset describes a cluster of 2 separate species, C3H13N2O in total. The level of theory is the ωB97M-V functional and the def2-TZVPD basis.

Its charge is +1. The value obtained for the frontier orbital gap is 11.37 eV. As for the maximum force: 1.325 eV/Å. The energy above the lowest of the compared OMol25 structures with the same formula, charge and spin comes out at 35.1 kJ/mol. As for the spin multiplicity: 1. The value obtained for the total energy is -8343.6189 eV. For the lowest unoccupied orbital energy, the calculation gives -0.11118 Eh.

CARTESIAN COORDINATES (ANGSTROEM)
1 C 0.189 0.677 0.829
2 C 0.011 0.752 -0.682
3 C 1.395 0.492 -1.323
4 N 1.905 -0.856 -0.976
5 N 0.433 -0.799 1.157
6 H -0.686 0.901 1.434
7 H 1.064 1.249 1.129
8 H -0.705 0.005 -1.005
9 H -0.320 1.730 -1.019
10 H 1.285 0.637 -2.394
11 H 2.108 1.208 -0.918
12 H 1.447 -1.543 -1.576
13 H 1.234 -1.072 0.506
14 H 2.891 -0.926 -1.206
15 H -0.380 -1.385 0.990
16 H 0.764 -0.920 2.117
17 H -3.468 -0.865 0.915
18 H -4.215 0.457 0.780
19 O -3.335 0.074 0.721

Per-atom Mulliken charges, elementary charge units: -0.68, -0.52, -0.61, -0.61, -0.30, 0.39, 0.36, 0.30, 0.34, 0.36, 0.38, 0.25, 0.41, 0.23, 0.32, 0.36, 0.31, 0.31, -0.61

(5)
This record from the OMol25 dataset describes a structure of composition C11H7NO5Tm. The level of theory is the ωB97M-V functional and the def2-TZVPD basis.

Its charge is +3. The value obtained for the frontier orbital gap (spin up / spin down) is 3.67 / 3.76 eV. As for the maximum force: 7.172 eV/Å. As for the spin multiplicity: 3. The value obtained for the total energy is -52744.3358 eV. For the lowest unoccupied orbital energy (spin up / spin down), the calculation gives -0.53187 / -0.52964 Eh.

CARTESIAN COORDINATES (ANGSTROEM)
1 O 0.013 3.668 -0.109
2 C -0.004 2.517 -0.059
3 Tm -0.059 0.095 0.084
4 O 0.010 -0.016 -3.469
5 C 0.000 -0.002 -2.315
6 C -0.007 -2.331 -0.044
7 O 0.002 -3.490 -0.073
8 C -2.458 0.008 -0.051
9 O -3.608 -0.013 -0.104
10 C 2.373 0.012 -0.060
11 O 3.520 -0.016 -0.086
12 N 0.074 -0.156 2.370
13 C -0.044 0.113 3.794
14 C -1.198 -0.281 4.443
15 C -1.184 -0.349 5.839
16 C -0.047 0.038 6.561
17 C 1.094 0.457 5.871
18 C 1.098 0.537 4.477
19 H -0.333 -1.070 2.176
20 H 1.068 -0.283 2.154
21 H -2.098 -0.584 3.890
22 H -2.058 -0.688 6.396
23 H -0.022 -0.042 7.654
24 H 1.987 0.739 6.432
25 H 1.988 0.873 3.942

Per-atom Mulliken charges, elementary charge units: 0.04, 0.34, 0.50, 0.02, 0.39, 0.42, 0.00, 0.40, 0.03, 0.35, 0.03, -0.39, 1.19, -0.56, -0.59, -0.51, -0.62, -0.55, 0.36, 0.36, 0.29, 0.40, 0.42, 0.39, 0.29

(6)
This record from the OMol25 dataset describes a cluster of 2 separate species, C4H6O in total. The level of theory is the ωB97M-V functional and the def2-TZVPD basis.

The value obtained for the frontier orbital gap (spin up / spin down) is 8.21 / 8.21 eV. As for the maximum force: 1.439 eV/Å. The energy above the lowest of the compared OMol25 structures with the same formula, charge and spin comes out at 529.2 kJ/mol. As for the spin multiplicity: 1. The value obtained for the total energy is -6286.4330 eV. For the lowest unoccupied orbital energy (spin up / spin down), the calculation gives -0.02688 / -0.02695 Eh.

CARTESIAN COORDINATES (ANGSTROEM)
1 C -1.712 0.745 -0.385
2 O -0.378 0.672 0.069
3 C 1.147 -1.385 0.874
4 C 1.557 -0.453 0.052
5 C 1.481 0.578 -0.680
6 H -2.075 -0.130 -0.958
7 H -1.925 1.655 -0.952
8 H -2.361 0.795 0.520
9 H 1.252 -1.239 1.941
10 H 0.765 -2.311 0.461
11 H 2.222 1.107 -1.299

Per-atom Mulliken charges, elementary charge units: -0.59, -0.46, -0.42, 0.26, -0.37, 0.25, 0.24, 0.22, 0.26, 0.24, 0.36